Entry 1:
The following is a DFT calculation (wB97M-V/def2-TZVPD) of a structure of composition C34H31N4O2Tc.

```
72
C34H31N4O2Tc | the OMol25 dataset | wB97M-V/def2-TZVPD
H -4.8088 0.1063 0.6862
C -0.0452 -1.8750 -2.4368
C 1.2661 -1.7618 -0.3797
H 5.3410 -2.6819 1.2456
H 2.8843 -5.6945 0.4999
C -0.5519 2.5879 -4.8967
C 1.1848 1.9010 -3.4521
C -0.9599 2.6656 0.5105
O 2.6143 0.2282 -0.3212
C -2.7584 5.9890 0.4507
C 4.3869 -2.1852 1.3827
C -4.0262 0.4788 0.0379
H 4.4669 -2.3116 3.5740
C -4.0285 0.1724 -1.3164
H 2.2346 1.7241 -3.2244
H -3.5397 7.1088 2.1092
H -0.1707 -1.5740 -3.4698
C 2.4107 -1.0104 0.3703
H -1.8739 -3.0061 -2.3429
C -1.9893 1.7765 -0.2380
H -3.0285 1.5288 1.6065
C 1.0376 0.2345 2.0699
H -2.7808 5.4727 3.7938
C 1.0503 -1.4261 -1.7169
N 1.8452 -4.2018 1.5554
H 1.5314 2.4818 -5.4768
Tc 1.3249 1.5510 -0.6300
H -1.4249 -3.8111 -0.0617
H -1.8803 4.6679 -0.9933
C -1.4424 2.3592 -3.8659
H 0.6628 -2.6745 2.3489
H 1.9003 -4.1875 3.6593
C 2.7734 -1.2188 2.8928
H -1.5743 3.4257 3.0809
C -0.7304 -3.1242 -0.5326
C 3.8963 -1.9663 2.7232
C 1.9490 -5.1476 0.4124
C -1.9903 1.4718 -1.6038
H 2.6293 -3.5402 1.4804
C 1.9621 -4.9129 2.8542
C -3.0136 6.2154 1.7984
C -2.5887 5.2956 2.7433
N 0.4557 1.0574 1.1765
C -1.9132 4.1458 2.3492
H 1.7737 -0.7898 -2.2091
H 2.9187 -5.4276 2.8951
C -0.9971 1.8862 -2.6316
H 4.1250 -1.8834 -0.6979
C 3.7091 -1.7709 0.2974
H -0.9028 2.9651 -5.8480
H -3.0851 6.7065 -0.2912
H 1.1085 -5.8376 0.4523
C -2.0881 4.8437 0.0563
H -0.2307 -4.0666 1.7105
H 2.4453 -0.9659 3.8968
C -1.6641 3.9171 1.0034
N 0.3190 1.6975 -2.4461
H -2.4969 2.5552 -3.9965
C 0.7978 2.3312 -4.6984
C -0.9786 -2.6923 -1.8234
C -3.0220 1.2722 0.5551
C 0.5880 -3.3728 1.5208
H -4.8074 -0.4447 -1.7446
C 0.3865 -2.7016 0.1902
H -3.0196 0.4223 -3.1720
O 0.1252 3.0215 -0.2946
H 1.9270 -4.5913 -0.5196
C -3.0245 0.6718 -2.1177
N -0.4935 1.8476 1.6300
H 1.1510 -5.6342 2.9295
C 2.0351 -0.6765 1.8046
H 0.7123 0.3825 3.0956
```

Calculated values
Multiplicity = 4
Net charge = +1
Kohn-Sham gap (spin up / spin down) = 6.01 / 6.99 eV
Lowest unoccupied orbital energy (spin up / spin down) = -2.8 / -3.1 eV
Expectation value of S² = 3.819

***

Entry 2:
The following is a DFT calculation (wB97M-V/def2-TZVPD) of a cluster of 8 separate species, C25H48BrO25P in total.

```
100
C25H48BrO25P | the OMol25 dataset | wB97M-V/def2-TZVPD
H -1.2435 -2.2445 -2.3593
O -0.8883 7.3947 1.0171
C 1.4959 -0.7080 4.0098
H -2.2706 7.9537 -0.3593
O -7.0049 2.0964 -0.0503
C 3.5505 -8.2936 -2.8468
O 1.4011 -4.5428 -1.0918
H -3.1307 4.5174 9.4726
C 1.5960 -3.3904 -1.3739
H -7.1134 1.1638 0.1927
C 1.4879 -0.7034 -3.8274
H -0.6292 -3.8729 -2.7094
H -1.2527 1.5856 -8.0238
H 0.5914 1.8420 0.3175
C -2.3713 0.4936 -0.3275
H 1.2178 -7.7306 -0.7203
H 0.8987 -1.5053 -4.2595
H 4.6802 2.9240 -6.4015
H 0.2532 -0.8284 6.3198
H 4.7200 -2.9108 -0.8201
H 0.8331 -0.0054 -3.3080
O -1.0423 5.3412 1.9451
C -1.2775 1.4519 -0.6521
C -0.4920 1.8618 0.3688
H 5.6613 -10.2791 -4.2220
H 1.0167 -1.7795 1.6647
H 4.0231 -4.3954 -1.5089
H 1.4357 0.9797 11.7136
O -0.4856 2.0371 8.7289
C 1.9221 -1.1860 1.7848
O 3.0884 1.3715 -3.4457
H 1.7373 -0.3971 7.1951
H 2.7154 -1.6146 1.1798
O 4.2199 -9.4192 -3.1001
C -0.4996 6.4090 1.8251
H -1.6475 -0.0093 -7.3437
O 2.3720 -1.2140 3.1395
O 2.1403 -0.0463 -4.9257
O -4.2071 -0.2078 -6.6943
C -0.7003 2.4596 9.8355
C 5.2054 -9.2983 -4.1282
H -1.1857 1.8199 -1.6726
H -6.4368 0.8088 -5.6547
H -1.8772 6.2219 -0.3831
H -2.6510 0.6784 -8.6450
H 1.7459 -0.1641 1.4551
O -5.5516 0.8025 -1.7571
O -2.8500 1.5949 -6.7881
O 3.7217 -7.2382 -3.4026
H -2.8324 0.8009 0.6177
H 3.7632 3.4267 -4.9628
O -0.0437 2.1167 10.9421
H 1.9963 6.2877 3.8321
C 0.9971 1.1583 10.7369
H -2.9022 6.8877 0.9137
O 2.0247 -0.7868 5.2273
C -0.6329 -3.0615 -1.9842
H 2.2229 -1.1072 -3.1413
O 0.4148 -0.2581 3.7343
O 3.4558 1.4949 -5.6698
H -0.9522 2.2232 1.2861
P -6.0521 2.3250 -1.3287
H -5.4247 0.1103 -4.3629
O 0.6861 -2.5259 -1.8228
H 4.7437 -9.0147 -5.0718
C -5.6972 1.0239 -4.8850
H 1.2843 -7.0587 -2.3634
C 3.8512 -3.5614 -0.8306
H -1.0408 -3.4112 -1.0377
H 3.6525 -3.9281 0.1751
H -1.9283 -0.4935 -0.2159
C 4.3144 2.6118 -5.4280
H 1.7531 1.5518 10.0600
C 1.8761 -7.3976 -1.5168
C -2.4221 3.8072 9.0582
O 0.5922 6.8052 2.4757
C 2.9099 0.9757 -4.5686
O -4.5419 1.6472 -5.4504
H -2.9560 2.9784 8.5981
H 0.5906 0.2297 10.3406
O -1.6341 3.3489 10.1617
H 5.1513 2.3234 -4.7950
H 2.5021 -6.5908 -1.1571
H 5.9612 -8.5656 -3.8521
C 1.1863 -0.2716 6.2684
O -4.9049 -0.6862 -0.1967
O 2.7618 -2.7526 -1.2954
H 1.4089 4.9283 2.8468
C -3.8987 0.9019 -6.3460
C -2.0587 0.9075 -7.7614
C -4.6027 0.1438 -1.0031
H -6.1223 1.7233 -4.1754
O 2.6739 -8.5355 -1.8801
C -2.0582 7.0846 0.2555
H 0.9782 0.7840 6.1109
C 1.1207 5.8314 3.3809
H -1.7952 4.3002 8.3182
H 0.3920 5.5889 4.1517
Br -4.3011 3.3686 -0.3808
O -3.3850 0.4858 -1.3709
```

Calculated values
SMILES = C=CCOC(=O)OP(O)Br.COC(=O)OC.COC(=O)OC.COC(=O)OC.COC(=O)OC.COC(=O)OC.COC(=O)OC.COC(=O)OC
Kohn-Sham gap = 9.25 eV
Relative energy (zero: lowest compared OMol25 entry of this formula, charge and spin) = 0.0 kJ/mol
Lowest unoccupied orbital energy = 0.4 eV

***

Entry 3:
The following is a DFT calculation (wB97M-V/def2-TZVPD) of a structure of composition C28H30As2IN2O10Pd.

```
74
C28H30As2IN2O10Pd | the OMol25 dataset | wB97M-V/def2-TZVPD
H 4.9989 4.4217 0.2091
H 2.5175 -5.5933 -4.4464
H 2.0005 -2.3180 4.4730
H 2.0248 -0.5204 -2.6446
H -5.0194 -0.7888 -0.7340
N -4.9647 2.0140 -0.1020
C 1.5066 2.7132 0.2567
H -2.6552 -6.8905 2.3340
C 4.0249 3.9488 0.2156
O -1.7810 4.8857 2.1144
O 0.7608 -3.0271 -3.5307
H 0.9182 -7.7092 -0.3531
C 0.1442 -3.7849 2.9581
O 0.5023 -2.4949 3.0224
C -0.2100 -4.9880 -1.5894
C -4.5434 -0.0128 -1.3472
C 0.3493 -2.7582 -2.4490
H -2.9161 5.5143 0.4821
H -3.7144 -0.4549 -1.8928
C -3.1730 3.4425 0.7448
H -5.3053 0.3527 -2.0343
C 2.8959 4.6447 -0.1858
C -4.0985 1.0965 -0.4656
O 0.3275 -1.5048 -1.9429
C -0.1347 -7.9037 -0.5575
C 3.9114 2.6239 0.6092
C -2.1048 -6.8675 3.2702
C 0.0687 -6.6170 2.2738
C 2.0122 -5.5118 -3.4957
H 0.3663 -2.5121 5.1219
C 2.6635 2.0310 0.6105
C -0.8040 2.8127 0.5964
H -3.2286 -2.6164 0.9316
C -2.7161 -3.1017 0.1061
H -3.8376 5.0750 1.9040
H -0.3123 -8.2811 -1.5612
O -1.4099 -6.2811 -3.0056
H -3.0657 -2.6926 -0.8376
C -0.1811 -3.6792 -1.3876
H 0.7022 0.4748 -1.9102
As -1.0313 -6.2118 -0.3630
H -0.5972 3.8014 0.9849
C -2.6822 1.2116 -0.0526
C 0.9522 -0.3823 -2.5842
O -0.7319 -7.2819 3.0822
H -0.5351 -8.6043 0.1710
H 0.5391 -0.1985 -3.5698
C 1.6543 4.0284 -0.1761
H -1.8375 5.6428 2.7064
C -0.3754 -4.1955 1.5945
N 0.2064 2.0920 0.2821
O 1.2202 -6.8944 2.1027
H 0.7824 4.5685 -0.5285
O 0.6401 -5.9378 -3.7555
H -2.5339 -7.5906 3.9479
H -5.3425 3.7510 0.9179
Pd 0.2189 -0.0396 -0.0099
As -0.8040 -2.7795 0.2868
O 0.1994 -4.5524 3.8741
H -2.1402 -5.8795 3.7211
H 2.9787 5.6730 -0.5135
C -2.2280 2.4888 0.4479
C -0.4847 -5.5113 1.3491
H 0.8304 -0.9718 4.3502
H -2.9214 -4.1664 0.1382
C -2.9511 4.8146 1.3260
H 2.4601 -6.1942 -2.7796
H 2.0409 -4.4854 -3.1468
C 0.9569 -2.0485 4.3418
H 4.7924 2.0684 0.9092
C -0.3119 -5.7662 -2.9051
C -4.5601 3.1034 0.5291
I 2.5699 0.0245 1.2200
O -1.9410 0.2091 -0.2053
```

Calculated values
Multiplicity = 5
Net charge = +3
Kohn-Sham gap (spin up / spin down) = 8.12 / 5.47 eV
Lowest unoccupied orbital energy (spin up / spin down) = -8.8 / -11.6 eV
Expectation value of S² = 6.040

***

Results for calculated total energy: -1764.20301; -5777.80866; -6842.82726 (in hartree, following the order of the records).
Results for max |F|: 0.011; 0.032; 0.034 (in Eh/bohr, following the order of the records).